1.
C15H16Cl2N2O4S | the ωB97M-V functional and the def2-TZVPD basis

XYZ file:
```
40
C15H16Cl2N2O4S, DFT the ωB97M-V functional and the def2-TZVPD basis
Cl 7.383 -1.649 -0.292
Cl 6.930 1.545 0.142
S -2.636 0.516 1.560
O -2.350 2.370 -1.666
O 0.404 -1.020 -0.238
O -6.424 -1.627 0.001
O -6.617 0.099 -1.177
N -3.968 0.740 -1.217
N 1.952 0.561 0.140
C -5.993 -0.537 -0.493
C -1.911 0.645 -0.077
C -0.407 1.010 0.011
C 5.676 -0.988 -0.270
C -2.642 1.203 -1.013
C 4.573 -1.726 -0.273
C 4.286 1.025 0.254
C -8.651 -0.812 0.924
C 0.669 0.153 -0.208
C -4.325 0.335 1.251
C 3.438 -1.129 -0.375
C -7.693 -1.737 -0.026
C 5.442 0.462 0.272
C 3.129 0.062 0.067
C -4.483 -0.217 -0.322
H -0.267 1.642 1.163
H -4.532 1.357 -1.718
H -3.919 -1.200 -0.438
H -4.799 -0.537 1.922
H 1.865 1.673 0.419
H -1.673 -0.389 -0.321
H -0.338 2.043 -0.622
H -7.940 -1.513 -1.107
H -9.749 -1.066 0.998
H 4.743 -3.004 -0.622
H -4.899 1.190 1.314
H -8.436 -0.859 1.901
H 2.506 -1.694 -0.509
H -7.906 -2.804 0.245
H 4.121 2.010 0.601
H -8.693 0.350 0.621
```

Its SMILES is CCOC(=O)[C@@H]1CS[C@H](CC(=O)Nc2ccc(Cl)c(Cl)c2)C(=O)N1. The HOMO-LUMO gap is 8.37 eV. The maximum force comes out at 0.278 Eh/bohr. As for the charge: 0. Its total energy is -62856.76909 eV.

These are the natural (NBO) partial charges, in e, on atoms 1 to 4: number 1, Cl, carries -0.02; number 2, Cl, carries -0.05; number 3, S, carries 0.31; number 4, O, carries -0.65


2.
C15H16ClNO3 | the ωB97M-V functional and the def2-TZVPD basis

XYZ file:
```
36
C15H16ClNO3, DFT the ωB97M-V functional and the def2-TZVPD basis
Cl 4.245 3.205 0.176
O 2.088 -2.791 -1.339
O 0.623 -2.629 0.331
O -0.483 0.182 -1.982
N -0.574 0.315 0.282
C 1.650 -2.185 -0.402
C 1.601 0.266 -0.796
C -4.257 -0.074 0.129
C 0.072 0.240 -0.909
C -3.708 1.838 1.460
C -2.513 -1.577 -0.853
C -4.658 1.011 0.885
C 4.271 0.537 0.128
C -2.914 -0.358 -0.088
C 2.172 -0.851 0.097
C 2.070 1.637 -0.295
C 3.538 1.629 -0.005
C 3.700 -0.840 0.007
C -1.966 0.506 0.462
C -2.368 1.583 1.246
H 1.983 0.111 -1.810
H -4.007 2.680 2.065
H 1.847 -0.715 1.131
H -5.709 1.205 1.037
H -1.731 -2.109 -0.315
H -3.364 -2.237 -0.999
H 0.300 -3.475 -0.020
H 3.997 -1.273 -0.954
H -5.002 -0.730 -0.298
H -2.111 -1.294 -1.826
H 4.122 -1.475 0.789
H 1.535 1.933 0.613
H 1.852 2.392 -1.054
H -1.618 2.228 1.683
H -0.016 0.514 1.100
H 5.330 0.602 0.324
```

Its SMILES is Cc1ccccc1NC(=O)[C@H]1CC(Cl)=CC[C@@H]1C(=O)O. The HOMO-LUMO gap is 9.43 eV. The maximum force comes out at 0.012 Eh/bohr. As for the charge: 0. Its total energy is -35970.92350 eV.

These are the natural (NBO) partial charges, in e, on atoms 1 to 4: number 1, Cl, carries -0.01; number 2, O, carries -0.58; number 3, O, carries -0.68; number 4, O, carries -0.60


3.
C15H16ClNO4 | the ωB97M-V functional and the def2-TZVPD basis

XYZ file:
```
37
C15H16ClNO4, DFT the ωB97M-V functional and the def2-TZVPD basis
Cl -0.653 -1.799 2.684
O -1.223 0.805 -0.208
O -3.417 2.301 -1.135
O 0.682 0.760 2.206
O -1.704 -1.909 -0.823
N -2.333 0.300 -0.859
C 4.254 1.192 0.218
C 0.845 -2.527 0.576
C 4.953 0.190 0.715
C 0.497 -1.498 1.431
C 2.355 -1.039 -0.537
C 1.063 -0.228 1.314
C 2.755 1.311 0.237
C -3.774 -1.192 -1.905
C 1.763 -2.282 -0.428
C -4.346 0.219 -2.017
C 2.038 -0.008 0.340
C -0.179 1.753 1.696
C -3.355 1.116 -1.309
C -2.475 -1.050 -1.138
C -1.493 1.210 1.136
H -0.387 2.403 2.548
H 6.030 0.188 0.692
H 2.491 1.937 1.095
H 2.429 1.831 -0.670
H 4.481 -0.669 1.161
H 0.380 -3.493 0.684
H -4.429 -1.875 -1.364
H -3.562 -1.644 -2.874
H 3.092 -0.856 -1.305
H 4.763 2.046 -0.212
H 0.300 2.333 0.897
H 2.022 -3.069 -1.119
H -5.322 0.323 -1.543
H -2.247 2.006 1.135
H -1.847 0.360 1.729
H -4.448 0.555 -3.049
```

Its SMILES is C=CCc1cccc(Cl)c1OCCON1C(=O)CCC1=O. The HOMO-LUMO gap is 9.34 eV. The maximum force comes out at 0.020 Eh/bohr. As for the charge: 0. Its total energy is -38015.33600 eV.

These are the natural (NBO) partial charges, in e, on atoms 1 to 4: number 1, Cl, carries 0.00; number 2, O, carries -0.34; number 3, O, carries -0.56; number 4, O, carries -0.53


4.
C15H16N2O2 | the ωB97M-V functional and the def2-TZVPD basis

XYZ file:
```
35
C15H16N2O2, DFT the ωB97M-V functional and the def2-TZVPD basis
O -3.759 -0.515 0.647
O 1.437 2.392 0.347
N 4.219 -2.025 -0.363
N 1.332 0.162 -0.129
C -1.494 0.362 0.374
C -3.295 -1.766 1.111
C -3.450 1.597 -0.283
C 2.993 -1.547 -0.388
C -1.281 2.581 -0.551
C -2.877 0.441 0.258
C 2.668 -0.223 -0.075
C -2.658 2.654 -0.678
C 0.788 1.401 0.091
C -3.950 -3.036 -0.967
C 3.711 0.630 0.283
C 5.204 -1.209 -0.024
C -2.811 -2.676 -0.022
C -0.698 1.430 -0.037
C 4.998 0.121 0.307
H -4.167 -2.216 1.593
H -2.387 -3.580 0.420
H -3.583 -3.636 -1.796
H -1.032 -0.503 0.826
H -0.646 3.401 -0.847
H -2.024 -2.170 -0.585
H -4.524 1.638 -0.366
H -4.716 -3.602 -0.442
H 2.219 -2.252 -0.672
H -3.116 3.543 -1.085
H -2.514 -1.635 1.870
H 0.696 -0.571 -0.412
H 5.828 0.755 0.579
H 6.193 -1.648 -0.019
H 3.508 1.658 0.532
H -4.404 -2.132 -1.365
```

Its SMILES is CCCOc1cccc(C(=O)Nc2cccnc2)c1. The HOMO-LUMO gap is 9.26 eV. The maximum force comes out at 0.012 Eh/bohr. As for the charge: 0. Its total energy is -22890.15222 eV.

These are the natural (NBO) partial charges, in e, on atoms 1 to 4: number 1, O, carries -0.49; number 2, O, carries -0.59; number 3, N, carries -0.40; number 4, N, carries -0.59


no.,LUMO level (eV)
1,-0.04
2,0.51
3,0.66
4,0.50